No. 1
Molecular formula: C7H7NO2S
Method: DFT, ωB97M-V/def2-TZVPD

Positions of all 18 atoms, in Å:
N: 1.310 2.793 0.033
C: -0.554 -1.085 0.966
H: -0.118 1.168 1.392
H: -1.581 1.838 -0.313
S: 1.536 -0.791 -0.094
O: 2.127 -0.646 1.217
H: -1.391 0.581 2.168
O: 1.895 -2.016 -0.803
C: 1.502 1.827 -0.554
C: -1.474 0.791 -0.008
C: -1.153 -1.442 -0.194
H: -0.895 -2.310 -0.785
C: -0.865 0.354 1.303
H: -1.920 -0.221 -1.809
H: -0.204 -1.812 1.664
C: 1.775 0.605 -1.129
C: -1.584 -0.242 -0.883
H: 1.594 0.609 -2.171

Summary:
energy	-874.1768	hartree
orbital gap (spin up / spin down)	7.23 / 7.22	eV

No. 2
Molecular formula: C7H8N2S
Method: DFT, ωB97M-V/def2-TZVPD

Positions of all 18 atoms, in Å:
C: 0.128 1.214 0.355
C: -0.624 -1.479 -0.692
C: -0.883 0.370 -0.262
H: -0.788 0.644 2.346
C: -1.698 -1.750 -1.424
N: 1.424 -2.660 0.169
N: -1.907 0.722 -0.860
H: 0.572 -0.213 1.670
H: 0.852 1.198 2.293
H: 1.490 1.161 -1.500
C: 1.437 1.073 -0.372
H: -1.776 -2.705 -1.858
H: 2.129 1.769 -0.139
C: 0.126 0.721 1.781
H: 1.969 0.228 -0.131
H: -0.181 2.212 0.457
C: 0.494 -2.089 -0.227
S: -2.764 -0.417 -1.606

Summary:
energy	-779.1198	hartree
orbital gap	9.47	eV

No. 3
Molecular formula: C30H33As2CrN7O
Method: DFT, ωB97M-V/def2-TZVPD

Positions of all 74 atoms, in Å:
N: 1.316 -1.535 -0.610
C: -0.533 -4.249 0.974
C: -3.129 -0.286 -3.812
C: -2.325 0.972 3.912
C: 4.934 -0.139 -2.127
C: -3.427 1.629 0.882
C: -0.095 0.239 3.372
C: -2.664 0.922 -3.281
N: 2.441 -1.193 -1.167
C: 2.556 0.090 -1.417
N: -0.901 -1.860 0.727
C: 1.571 2.185 -1.525
H: -3.415 -3.276 2.431
C: 2.529 1.406 2.588
H: -1.539 3.725 2.204
C: -0.933 0.030 5.627
C: -1.056 3.310 1.314
H: -4.192 -2.205 -5.317
H: -2.627 -1.106 1.566
C: -0.135 -2.981 0.484
H: 2.781 -1.278 3.716
H: 4.831 3.493 -3.487
C: -1.698 -4.365 1.684
C: 4.854 2.479 -3.116
H: 1.022 -0.585 5.007
H: 2.582 3.647 -2.544
H: -3.063 1.842 -3.684
C: 5.998 1.705 -3.259
H: -3.952 0.672 0.816
H: -1.216 -2.277 -1.870
C: 3.765 0.612 -2.005
C: -2.039 -2.009 1.407
H: 0.095 -5.101 0.764
C: 6.039 0.412 -2.751
H: -5.296 -1.224 -6.199
N: 1.487 0.946 -1.116
H: 4.960 -1.136 -1.721
H: -0.784 -0.269 6.654
Cr: 0.019 -0.186 -0.100
O: -4.672 0.920 -5.115
C: -2.485 -3.219 1.891
C: -2.141 0.578 5.229
H: 0.762 2.863 -1.279
H: -2.019 -5.320 2.068
C: 1.041 -2.790 -0.257
H: 6.951 -0.157 -2.836
H: 1.703 -3.603 -0.517
H: 2.631 1.379 3.679
H: -1.377 1.840 -1.832
N: 2.599 2.688 -2.225
N: -1.230 -0.221 -1.745
H: -3.284 1.388 3.621
C: -4.200 -0.167 -4.873
H: 6.860 2.117 -3.763
C: -1.305 0.823 2.976
C: -2.591 -1.458 -3.289
H: 0.021 3.469 1.398
H: -1.427 3.852 0.440
H: -3.624 2.191 -0.036
H: 3.514 1.253 2.137
C: 0.079 -0.145 4.697
N: -4.586 -1.298 -5.486
H: 2.140 2.384 2.297
C: -1.737 0.909 -2.265
C: -1.649 -1.372 -2.278
As: -1.492 1.406 1.114
H: -2.876 -2.441 -3.632
C: 2.366 -1.542 2.738
H: 1.756 -2.443 2.824
H: -2.937 0.700 5.947
H: 3.198 -1.745 2.057
H: -3.820 2.210 1.723
As: 1.315 -0.043 2.049
C: 3.751 1.939 -2.474

Summary:
spin multiplicity	5
⟨S²⟩	6.0881
energy	-7137.1223	hartree
net charge	+2
orbital gap (spin up / spin down)	5.57 / 6.94	eV

No. 4
Molecular formula: C11H23ClNO2P2W
Method: DFT, ωB97M-V/def2-TZVPD

Positions of all 41 atoms, in Å:
H: 4.134 -0.579 2.033
H: 2.857 -1.581 2.798
O: -0.485 -2.795 1.264
H: 2.960 1.838 0.610
H: 1.429 -1.997 -0.799
H: -3.985 1.411 0.956
C: -0.829 1.469 -1.313
C: 2.605 1.037 -0.062
C: -0.642 1.949 -2.605
C: -2.661 -1.407 1.161
H: 0.729 2.793 -4.048
H: 2.761 2.311 -2.580
P: 1.956 -0.379 0.953
H: -2.124 -2.950 -2.581
C: 1.528 1.597 -0.970
H: -2.726 0.353 -1.506
H: -3.440 1.263 2.662
H: 2.446 -2.715 0.503
C: -3.129 1.473 1.636
C: -2.185 0.972 -0.797
H: -2.662 -1.831 2.175
P: -2.043 0.212 0.897
W: 0.087 0.850 1.532
N: 0.255 1.470 -0.470
H: 2.894 0.178 3.091
Cl: 0.167 1.235 3.713
H: -2.645 2.452 1.570
H: -2.778 1.895 -0.648
H: 3.470 0.693 -0.665
H: -1.528 1.938 -3.262
C: 3.082 -0.606 2.349
H: -1.328 -2.340 0.881
H: 0.317 -0.921 1.327
O: -1.375 -2.567 -3.044
H: -0.825 -2.240 -2.349
H: 3.189 -1.665 -0.755
C: 1.739 2.154 -2.225
C: 2.291 -1.829 -0.134
C: 0.626 2.350 -3.054
H: -3.481 -1.744 0.517
H: -0.649 -3.747 1.237

Summary:
spin multiplicity	3
⟨S²⟩	2.0105
energy	-1846.9679	hartree
net charge	+3
orbital gap (spin up / spin down)	6.19 / 6.47	eV

Q: Which value of energy does entry 3 give?
A: -7137.1223 hartree

Q: energy of number 2 (C7H8N2S)?
A: -779.1198 hartree